1.
The following is a quantum chemistry calculation of 2 unconnected molecules or ions with the total composition C29H31BO4 in a non-equilibrium geometry, from the Open Molecules 2025 dataset.

```
! wB97M-V def2-TZVPD RIJCOSX def2/J DEFGRID3
* xyz 0 1
C -2.68 4.87 -0.92
C -2.03 3.98 0.01
C -1.68 4.03 1.34
C -1.12 2.75 1.66
C -1.16 1.98 0.53
B -0.73 0.46 0.24
C 0.16 0.19 1.50
C 1.47 0.48 1.83
C 1.67 0.05 3.18
C 0.48 -0.47 3.62
C -0.01 -1.03 4.86
O -0.44 -0.40 2.60
C -2.08 -0.34 0.34
C -3.36 -0.04 -0.03
C -4.21 -1.12 0.37
C -3.39 -2.06 0.96
C -3.60 -3.41 1.45
O -2.11 -1.59 0.94
C -0.06 0.94 -1.09
C -0.36 0.71 -2.41
C 0.62 1.38 -3.21
C 1.37 2.13 -2.33
C 2.25 3.28 -2.50
O 1.02 1.79 -1.04
O -1.68 2.75 -0.48
H -2.78 5.85 -0.45
H -2.11 4.97 -1.85
H -3.68 4.50 -1.17
H -1.79 4.85 2.03
H -0.74 2.45 2.63
H 2.19 0.95 1.16
H 2.56 0.18 3.79
H 0.83 -1.47 5.41
H -0.44 -0.24 5.50
H -0.78 -1.79 4.69
H -3.69 0.86 -0.53
H -5.28 -1.18 0.25
H -4.67 -3.56 1.66
H -3.32 -4.15 0.69
H -3.04 -3.60 2.37
H -1.23 0.16 -2.79
H 0.69 1.34 -4.29
H 2.62 3.30 -3.52
H 1.69 4.21 -2.34
H 3.10 3.26 -1.80
C -0.33 -2.37 -1.57
C 0.80 -2.11 -0.66
C 0.74 -2.77 0.67
C 2.11 -1.76 -1.14
C 3.22 -1.58 -0.27
C 4.51 -1.56 -0.77
C 4.74 -1.78 -2.14
C 3.66 -1.82 -3.03
C 2.37 -1.77 -2.54
H -0.29 -1.83 -2.52
H -0.39 -3.45 -1.79
H -1.27 -2.11 -1.07
H 0.78 -2.01 1.46
H -0.18 -3.34 0.80
H 1.61 -3.42 0.85
H 3.04 -1.51 0.81
H 5.34 -1.41 -0.09
H 5.76 -1.89 -2.51
H 3.81 -1.90 -4.11
H 1.51 -1.83 -3.22
*
```

energy relative to the best compared isomer or geometry (same formula, charge and spin)	0.00	kcal/mol
molar mass	454.4	g mol⁻¹
HOMO energy	-0.2329	hartree
E	-39437.777	eV

Calculated atomic charges, method Löwdin, unit e: -0.035 -0.345 -0.021 -0.010 -0.169 -0.552 -0.179 -0.051 -0.023 -0.345 -0.029 0.038 -0.128 -0.009 -0.018 -0.347 -0.034 -0.006 -0.173 -0.059 -0.026 -0.320 -0.031 0.066 0.048 0.085 0.085 0.084 0.100 0.111 0.113 0.103 0.086 0.091 0.089 0.116 0.104 0.088 0.084 0.084 0.119 0.103 0.085 0.093 0.085 -0.004 -0.088 0.011 -0.155 0.015 -0.047 -0.038 -0.050 0.019 0.068 0.133 0.097 0.091 0.101 0.119 0.116 0.113 0.113 0.116 0.117

=====

2.
The following is a quantum chemistry calculation of a molecular structure, C29H31MnN9S2SeSi2 in a non-equilibrium geometry, from the Open Molecules 2025 dataset.

```
! wB97M-V def2-TZVPD RIJCOSX def2/J DEFGRID3
* xyz 0 2
Mn 0.14 0.05 0.24
N -2.63 2.16 0.13
N -3.61 1.45 0.82
C -3.40 0.21 1.29
N -4.51 -0.37 1.82
S -1.97 -0.66 1.33
H -2.55 3.09 0.50
H -2.84 2.18 -0.86
H -4.57 1.77 0.76
H -5.38 0.13 1.94
H -4.40 -1.27 2.26
C 0.39 -0.68 3.84
Si 1.23 -0.90 2.16
C 2.93 -0.15 2.46
C 1.56 -2.74 1.96
C 2.10 -3.55 2.98
C 2.38 -4.89 2.76
C 2.15 -5.45 1.51
C 1.62 -4.67 0.50
C 1.31 -3.31 0.70
Si 0.40 -2.25 -0.57
C 1.33 -2.42 -2.23
C -1.14 -3.32 -0.90
H 0.89 -1.32 4.58
H -0.67 -0.94 3.83
H 0.49 0.36 4.19
H 3.35 -0.53 3.40
H 2.88 0.95 2.54
H 3.63 -0.39 1.65
H 2.30 -3.12 3.96
H 2.79 -5.49 3.57
H 2.38 -6.49 1.33
H 1.45 -5.12 -0.48
H 0.75 -3.01 -2.94
H 2.30 -2.92 -2.10
H 1.53 -1.45 -2.71
H -0.81 -4.36 -0.97
H -1.63 -3.07 -1.85
H -1.88 -3.25 -0.10
S 2.21 6.69 -1.49
N 2.87 5.27 -1.87
C 2.27 4.37 -1.12
C 2.56 2.93 -1.12
C 3.56 2.35 -1.86
C 3.76 0.97 -1.77
C 2.91 0.21 -1.00
N 1.87 0.73 -0.32
C 1.75 2.11 -0.31
C 0.75 2.66 0.56
N 0.03 1.78 1.32
C -0.76 2.27 2.29
C -0.94 3.62 2.49
C -0.30 4.53 1.64
C 0.54 4.05 0.66
C 1.29 4.91 -0.25
N 1.16 6.22 -0.36
H 4.18 2.98 -2.49
H 4.55 0.48 -2.31
H 3.02 -0.86 -0.92
H -1.27 1.54 2.89
H -1.58 3.96 3.29
H -0.43 5.60 1.74
Se 0.23 1.26 -2.88
N -0.80 0.34 -1.74
C -1.84 -0.07 -2.46
C -2.96 -0.83 -1.97
C -3.96 -1.15 -2.82
C -3.95 -0.77 -4.21
C -2.93 -0.06 -4.73
C -1.84 0.32 -3.86
N -0.82 1.04 -4.27
H -2.97 -1.16 -0.95
H -4.79 -1.73 -2.44
H -4.77 -1.06 -4.85
H -2.89 0.23 -5.77
*
```

energy relative to the best compared isomer or geometry (same formula, charge and spin)	0.00	kcal/mol
molar mass	759.8	g mol⁻¹
<S²>	0.83
HOMO energy (alpha / beta)	-0.2230 / -0.2358	hartree
E	-178078.627	eV

Calculated atomic charges, method Löwdin, unit e: -0.006 0.060 -0.064 -0.787 0.083 0.791 0.082 0.093 0.142 0.099 0.092 -0.234 0.519 -0.216 -0.301 -0.103 -0.103 -0.103 -0.110 -0.310 0.532 -0.224 -0.230 0.019 -0.009 0.018 0.028 0.021 0.016 0.092 0.094 0.095 0.096 0.023 0.025 -0.023 0.022 0.009 0.004 1.002 -0.212 -0.300 -0.148 -0.020 -0.038 -0.147 -0.043 -0.213 -0.146 0.018 -0.156 -0.055 -0.011 -0.092 -0.301 -0.217 0.117 0.114 0.109 0.092 0.109 0.117 1.245 -0.249 -0.354 -0.058 -0.062 -0.074 -0.026 -0.384 -0.220 0.048 0.108 0.104 0.114

=====

3.
The following is a quantum chemistry calculation of a molecular structure, C29H31MoN10S in a non-equilibrium geometry, from the Open Molecules 2025 dataset.

```
! wB97M-V def2-TZVPD RIJCOSX def2/J DEFGRID3
* xyz 1 1
Mo -0.03 -0.54 -0.36
C 2.43 -0.55 2.88
C 3.40 -1.28 1.95
C 2.83 -1.63 0.57
N 2.07 -0.53 -0.01
C 2.78 0.56 -0.27
C 4.20 0.59 -0.35
C 5.09 1.64 -0.43
C 4.84 3.00 -0.34
C 3.60 3.62 -0.34
C 2.36 3.05 -0.56
C 1.97 1.70 -0.66
N 0.75 1.32 -1.05
C 0.02 2.25 -1.89
C -1.19 2.86 -1.20
C -2.11 1.72 -0.78
N -1.46 0.89 0.21
C -1.72 1.09 1.50
C -2.39 2.24 1.97
C -2.86 2.58 3.22
C -2.87 1.83 4.38
C -2.33 0.56 4.54
C -1.60 -0.20 3.66
C -1.18 0.04 2.33
N -0.32 -0.76 1.67
C 0.27 -1.86 2.43
C 1.31 -1.41 3.46
H 2.00 0.31 2.37
H 3.01 -0.16 3.72
H 3.74 -2.20 2.42
H 4.28 -0.64 1.83
H 2.19 -2.50 0.65
H 3.65 -1.94 -0.09
H 4.67 -0.38 -0.41
H 6.13 1.35 -0.52
H 5.71 3.65 -0.28
H 3.60 4.69 -0.23
H 1.55 3.76 -0.62
H -0.35 1.70 -2.76
H 0.69 3.02 -2.27
H -1.70 3.54 -1.88
H -0.88 3.42 -0.31
H -2.31 1.10 -1.67
H -3.09 2.08 -0.43
H -2.55 3.01 1.23
H -3.33 3.56 3.28
H -3.34 2.28 5.24
H -2.48 0.11 5.51
H -1.30 -1.16 4.07
H 0.74 -2.54 1.72
H -0.52 -2.45 2.92
H 1.73 -2.31 3.93
H 0.82 -0.83 4.24
N -0.11 -0.75 -4.67
C 0.65 -0.55 -3.58
N -0.10 -0.70 -2.50
C -1.34 -1.04 -3.00
N -1.36 -1.05 -4.32
C -2.35 -1.43 -2.07
C -3.61 -1.90 -2.43
N -4.44 -2.41 -1.55
C -4.00 -2.48 -0.29
C -2.78 -1.97 0.11
N -1.93 -1.41 -0.77
H 0.14 -0.70 -5.65
H 1.69 -0.28 -3.59
H -3.93 -1.85 -3.46
H -4.66 -2.96 0.42
H -2.49 -1.99 1.15
S 0.50 -3.12 -0.95
C -0.58 -3.84 0.06
N -1.34 -4.34 0.78
*
```

molar mass	647.6	g mol⁻¹
HOMO energy (alpha / beta)	-0.3685 / -0.3697	hartree
E	-58162.710	eV

Calculated atomic charges, method Löwdin, unit e: 1.573 -0.192 -0.162 -0.270 -0.120 -0.227 -0.004 -0.052 -0.071 -0.058 0.000 -0.215 -0.113 -0.220 -0.142 -0.209 -0.122 -0.200 0.008 -0.054 -0.067 -0.046 0.003 -0.214 -0.127 -0.237 -0.160 0.102 0.116 0.123 0.098 0.014 0.115 0.106 0.116 0.108 0.115 0.106 0.101 0.117 0.124 0.112 0.103 0.122 0.097 0.117 0.109 0.117 0.101 0.050 0.114 0.125 0.100 0.061 -0.105 -0.086 -0.321 0.158 -0.196 -0.041 0.121 -0.061 -0.101 -0.062 0.176 0.148 0.129 0.125 0.105 0.686 -0.858 0.095

=====

4.
The following is a quantum chemistry calculation of a molecular structure, C29H32AsN2O7P3Pt, from the Open Molecules 2025 dataset.

```
! wB97M-V def2-TZVPD RIJCOSX def2/J DEFGRID3
* xyz 0 1
Pt 1.96 -1.40 -0.84
O 1.77 0.39 2.82
P 2.48 -0.81 2.02
O 3.28 -1.67 2.91
O 1.34 -1.43 1.19
O 3.53 -0.04 1.03
P 3.67 0.85 -0.33
O 5.26 1.11 -0.29
O 2.90 2.09 -0.27
O 3.52 -0.10 -1.54
H 2.28 0.58 3.62
H 5.41 2.03 -0.01
C 6.20 -1.97 1.66
N 5.87 -2.22 0.26
C 6.83 -1.83 -0.77
C 4.65 -2.48 -0.08
N 3.55 -2.72 -0.39
H 7.03 -2.61 1.96
H 5.33 -2.14 2.28
H 6.50 -0.92 1.76
H 7.76 -2.38 -0.62
H 7.02 -0.76 -0.70
H 6.42 -2.05 -1.75
C -1.28 -1.19 -0.87
C -2.62 -0.46 -0.81
As -3.92 -1.52 0.24
C -5.13 -0.06 0.71
C -5.93 -0.20 1.85
C -6.83 0.79 2.21
C -6.96 1.93 1.43
C -6.18 2.08 0.29
C -5.27 1.09 -0.07
C -2.84 -1.52 1.86
C -2.53 -0.35 2.55
C -1.62 -0.37 3.60
C -1.01 -1.56 3.96
C -1.32 -2.73 3.29
C -2.23 -2.71 2.25
P 0.17 -0.24 -1.43
C 0.13 -0.08 -3.23
C 1.25 0.48 -3.85
C 1.28 0.62 -5.23
C 0.20 0.19 -5.99
C -0.91 -0.38 -5.38
C -0.94 -0.52 -4.00
C -0.07 1.41 -0.75
C -0.17 1.51 0.64
C -0.37 2.75 1.22
C -0.47 3.88 0.43
C -0.37 3.78 -0.95
C -0.17 2.55 -1.54
H -1.33 -2.10 -1.47
H -0.98 -1.50 0.13
H -3.02 -0.28 -1.81
H -2.50 0.51 -0.32
H -5.83 -1.09 2.47
H -7.44 0.67 3.10
H -7.66 2.70 1.70
H -6.27 2.96 -0.32
H -4.67 1.22 -0.95
H -2.99 0.59 2.26
H -1.37 0.55 4.12
H -0.28 -1.57 4.76
H -0.84 -3.66 3.57
H -2.47 -3.63 1.72
H 2.10 0.79 -3.25
H 2.14 1.06 -5.71
H 0.22 0.30 -7.07
H -1.74 -0.72 -5.98
H -1.80 -0.97 -3.53
H -0.08 0.63 1.25
H -0.43 2.82 2.30
H -0.62 4.85 0.89
H -0.45 4.67 -1.57
H -0.10 2.47 -2.62
*
```

energy relative to the best compared isomer or geometry (same formula, charge and spin)	22.45	kcal/mol
molar mass	883.5	g mol⁻¹
HOMO energy	-0.3120	hartree
E	-139863.413	eV

Calculated atomic charges, method Löwdin, unit e: 0.936 -0.120 0.207 -0.279 -0.430 -0.318 0.197 -0.128 -0.254 -0.433 0.089 0.082 -0.011 -0.151 -0.016 -0.263 0.054 0.092 0.067 0.096 0.092 0.082 0.101 -0.392 -0.428 1.295 -0.433 -0.129 -0.088 -0.094 -0.088 -0.115 -0.431 -0.113 -0.085 -0.083 -0.079 -0.133 0.905 -0.347 -0.093 -0.065 -0.077 -0.075 -0.076 -0.348 -0.108 -0.059 -0.069 -0.070 -0.069 0.090 0.047 0.054 0.056 0.101 0.102 0.100 0.102 0.089 0.105 0.105 0.107 0.107 0.092 0.093 0.108 0.105 0.105 0.091 0.076 0.108 0.104 0.104 0.102

=====

5.
The following is a quantum chemistry calculation of a molecular structure, C29H32AsO2STc, from the Open Molecules 2025 dataset.

```
! wB97M-V def2-TZVPD RIJCOSX def2/J DEFGRID3
* xyz 3 4
Tc -0.22 0.26 -1.31
C -2.01 3.98 -0.57
C -0.71 3.47 -1.09
C 0.04 2.53 -0.35
C 1.32 2.11 -0.78
C 1.85 2.63 -1.97
C 1.12 3.57 -2.68
C -0.15 3.96 -2.26
H -2.64 3.17 -0.20
H -2.56 4.52 -1.34
H -1.84 4.67 0.26
H -0.29 2.29 0.66
H 1.95 1.53 -0.12
H 2.84 2.34 -2.28
H 1.55 4.02 -3.57
H -0.69 4.70 -2.84
S -2.37 0.37 -0.68
C -2.51 0.47 1.10
C -3.72 0.88 1.65
C -3.86 0.91 3.03
C -2.82 0.52 3.87
C -1.61 0.11 3.32
C -1.46 0.10 1.94
As 0.11 -0.48 1.03
C -0.07 -2.40 1.35
C 0.87 -3.14 2.07
C 0.59 -4.45 2.38
C -0.65 -5.04 1.97
C -1.60 -4.31 1.24
C -1.31 -3.01 0.93
C 1.72 0.08 1.89
C 2.94 -0.42 1.42
C 4.12 0.05 1.97
C 4.09 1.03 2.96
C 2.87 1.53 3.41
C 1.68 1.06 2.87
H -4.54 1.18 1.01
H -4.81 1.23 3.45
H -2.95 0.54 4.94
H -0.80 -0.19 3.98
H 1.79 -2.68 2.40
H 1.28 -5.05 2.96
H -0.86 -6.07 2.24
H -2.53 -4.77 0.95
H -2.02 -2.40 0.37
H 2.98 -1.18 0.64
H 5.07 -0.34 1.62
H 5.01 1.40 3.38
H 2.86 2.29 4.18
H 0.74 1.47 3.23
C 0.74 0.83 -4.48
O 0.75 -0.03 -3.30
C 1.08 -1.39 -3.67
C 0.73 -2.24 -2.47
O -0.54 -1.80 -1.93
C -1.67 -2.18 -2.76
H 1.77 0.97 -4.82
H 0.31 1.78 -4.19
H 0.13 0.36 -5.25
H 2.14 -1.46 -3.91
H 0.50 -1.66 -4.55
H 1.46 -2.13 -1.67
H 0.67 -3.30 -2.74
H -1.65 -3.26 -2.90
H -1.64 -1.66 -3.72
H -2.57 -1.89 -2.21
*
```

energy relative to the best compared isomer or geometry (same formula, charge and spin)	33.61	kcal/mol
molar mass	617.6	g mol⁻¹
<S²>	3.79
HOMO energy (alpha / beta)	-0.6136 / -0.6204	hartree
E	-108530.172	eV

Calculated atomic charges, method Löwdin, unit e: 1.019 -0.014 -0.257 -0.171 -0.187 -0.063 -0.043 0.012 0.053 0.100 0.114 0.101 0.082 0.131 0.136 0.138 0.736 -0.625 -0.074 -0.010 -0.023 -0.071 -0.402 1.304 -0.229 -0.036 0.062 0.093 0.003 -0.012 -0.413 -0.137 -0.039 -0.020 -0.027 -0.085 0.125 0.133 0.130 0.119 0.116 0.146 0.148 0.140 0.103 0.105 0.125 0.130 0.128 0.103 0.001 -0.333 -0.142 -0.147 -0.419 -0.025 0.120 0.077 0.114 0.158 0.139 0.122 0.153 0.118 0.107 0.060

=====

6.
The following is a quantum chemistry calculation of a molecular structure, C29H32BrN2O4S3SbSe4V in a non-equilibrium geometry, from the Open Molecules 2025 dataset.

```
! wB97M-V def2-TZVPD RIJCOSX def2/J DEFGRID3
* xyz -2 4
V -0.42 0.38 1.00
C -4.17 2.42 -0.87
C -3.02 1.46 -1.06
N -3.08 0.39 -0.39
N -1.89 -0.39 -0.37
C -1.89 -1.53 -1.02
S -0.64 -2.67 -1.00
S -3.36 -2.00 -2.02
C -2.90 -1.29 -3.61
C -1.84 -2.02 -4.43
C -1.09 -1.28 -5.34
C -0.16 -1.91 -6.17
C 0.04 -3.28 -6.07
C -0.68 -4.01 -5.14
C -1.62 -3.39 -4.33
C -1.94 1.88 -2.02
C -2.36 2.22 -3.31
C -1.48 2.49 -4.35
C -0.11 2.45 -4.08
C 0.34 2.18 -2.81
C -0.54 1.88 -1.72
O -0.03 1.68 -0.56
H -4.87 2.03 -0.15
H -4.69 2.64 -1.81
H -3.78 3.37 -0.51
H -2.61 -0.26 -3.45
H -3.84 -1.29 -4.17
H -1.24 -0.21 -5.40
H 0.40 -1.32 -6.88
H 0.77 -3.77 -6.71
H -0.52 -5.08 -5.05
H -2.18 -3.96 -3.60
H -3.43 2.21 -3.52
H -1.85 2.72 -5.34
H 0.61 2.62 -4.88
H 1.40 2.16 -2.59
C 1.27 -0.77 5.86
C 1.26 0.73 5.57
C 0.30 1.13 4.43
S 1.10 0.95 2.82
O 2.21 -0.09 3.04
C 1.91 2.57 2.71
C 3.37 2.42 2.30
C 3.53 2.44 0.78
H 1.96 -1.01 6.67
H 1.59 -1.32 4.97
H 0.27 -1.11 6.14
H 2.27 1.06 5.33
H 0.93 1.28 6.46
H -0.05 2.15 4.52
H -0.57 0.48 4.41
H 1.80 3.05 3.68
H 1.34 3.13 1.97
H 3.74 1.47 2.68
H 3.97 3.21 2.77
H 2.84 1.74 0.30
H 4.55 2.16 0.48
H 3.32 3.44 0.37
Se -1.77 6.07 2.14
Sb -2.77 3.94 2.81
Se -2.84 3.65 5.23
Se -4.88 5.04 2.09
Se -1.38 2.01 1.95
Br 1.39 -6.23 3.44
C 1.99 -4.80 2.34
C 3.27 -4.86 1.81
C 3.70 -3.80 1.01
C 2.86 -2.73 0.75
C 1.59 -2.70 1.29
C 1.14 -3.73 2.09
C 0.72 -1.53 1.06
O -0.34 -1.35 1.84
O 1.17 -0.51 0.38
H 3.91 -5.70 2.02
H 4.70 -3.83 0.59
H 3.18 -1.90 0.13
H 0.14 -3.70 2.51
*
```

energy relative to the best compared isomer or geometry (same formula, charge and spin)	90.81	kcal/mol
molar mass	1137.2	g mol⁻¹
<S²>	3.80
HOMO energy (alpha / beta)	-0.0995 / -0.0999	hartree
E	-437924.346	eV

Calculated atomic charges, method Löwdin, unit e: 0.400 -0.042 -0.333 0.038 -0.153 -1.020 0.658 0.836 -0.430 -0.269 -0.040 -0.099 -0.118 -0.095 -0.087 -0.099 -0.087 -0.144 -0.123 -0.011 -0.348 -0.225 0.075 0.068 0.053 0.047 0.077 0.098 0.092 0.087 0.094 0.081 0.104 0.083 0.089 0.104 -0.110 -0.274 -0.373 0.825 -0.472 -0.299 -0.285 -0.096 0.065 0.057 0.075 0.098 0.107 0.028 0.084 0.095 0.074 0.084 0.103 0.068 0.067 0.077 -0.141 -0.266 -0.251 -0.136 0.377 0.687 -0.670 -0.143 -0.069 0.001 -0.179 -0.054 -0.640 -0.153 -0.154 0.089 0.098 0.126 0.121

=====

- Which of these has the lowest molar mass?
  C29H31BO4